1.
DFT (ωB97M-V/def2-TZVPD) results for 2 unconnected molecules or ions with the total composition C16H10ClF4O4.

LUMO energy = 0.5 eV
Total charge = -1
Orbital gap = 3.68 eV
Highest occupied orbital energy = -3.19 eV
Energy = -48336.02640 eV

Element x y z (Å)
F1 0.402 -3.755 0.502
C1 -0.527 -2.796 0.688
C2 -0.783 -2.310 1.921
F2 -0.176 -2.820 3.011
C3 -1.803 -1.293 2.165
O1 -1.983 -0.784 3.280
C4 -2.616 -0.960 0.995
F3 -3.707 -0.199 1.209
C5 -2.346 -1.433 -0.237
F4 -3.140 -1.137 -1.284
C6 -1.224 -2.326 -0.502
O2 -0.902 -2.689 -1.643
C7 -0.179 2.986 3.927
C8 0.666 1.765 4.161
O3 0.593 0.943 2.988
C9 1.500 -0.083 3.029
C10 1.660 -0.689 1.732
C11 2.666 -1.603 1.429
C12 3.478 -2.251 2.412
C13 4.489 -3.121 2.020
Cl1 5.418 -3.938 3.209
C14 4.791 -3.314 0.658
C15 3.999 -2.681 -0.311
C16 2.930 -1.888 0.059
O4 2.080 -0.358 4.079
H1 -0.206 3.581 4.842
H2 0.253 3.600 3.132
H3 -1.205 2.721 3.667
H4 1.709 2.058 4.343
H5 0.311 1.191 5.023
H6 1.112 -0.240 0.913
H7 3.332 -2.019 3.459
H8 5.632 -3.946 0.384
H9 4.229 -2.815 -1.368
H10 2.273 -1.436 -0.687

***

2.
DFT (ωB97M-V/def2-TZVPD) results for a gas-phase ion, C5H6NO4 (charge +1).

LUMO energy = -5.0 eV
Total charge = +1
Orbital gap = 11.01 eV
Highest occupied orbital energy = -16.05 eV
Energy = -14951.38429 eV

Element x y z (Å)
O1 -0.164 -0.192 -2.163
C1 -1.045 0.223 -1.501
N1 -0.887 0.278 0.028
O2 -2.021 0.618 0.677
C2 0.359 1.192 0.221
O3 0.175 2.352 0.367
C3 1.511 0.346 0.158
C4 1.090 -1.056 0.554
C5 -0.407 -1.203 0.469
O4 -1.132 -2.122 0.579
H1 -2.184 0.315 -1.714
H2 -2.283 1.626 0.802
H3 1.853 0.108 -0.851
H4 2.393 0.751 0.723
H5 1.222 -1.447 1.635
H6 1.520 -1.789 0.016

***

3.
DFT (ωB97M-V/def2-TZVPD) results for C4H10N4 in the gas phase.

LUMO energy (spin up / spin down) = 0.9 / 0.9 eV
Orbital gap (spin up / spin down) = 7.44 / 7.44 eV
Highest occupied orbital energy (spin up / spin down) = -6.54 / -6.54 eV
Energy = -10266.23732 eV

Element x y z (Å)
C1 1.653 0.940 0.426
N1 -0.555 -1.186 0.462
C2 0.742 0.242 -0.535
N2 -0.190 -2.229 -0.431
N3 -2.285 0.611 1.444
C3 -1.353 0.973 0.493
C4 1.043 -0.005 -1.814
N4 -0.657 0.043 -0.117
H1 0.838 -2.325 -0.436
H2 -0.545 -3.074 0.008
H3 -2.366 -0.398 1.501
H4 -3.141 1.147 1.449
H5 -1.177 2.005 0.267
H6 1.825 0.319 1.309
H7 2.616 1.139 -0.045
H8 1.249 1.904 0.748
H9 0.334 -0.453 -2.486
H10 1.969 0.346 -2.244

***

4.
DFT (ωB97M-V/def2-TZVPD) results for 2 unconnected molecules or ions with the total composition C10H10F2N3.

LUMO energy = -6.4 eV
Total charge = +1
Orbital gap = 6.48 eV
Highest occupied orbital energy = -12.90 eV
Energy = -20426.35212 eV

Element x y z (Å)
C1 -2.592 -0.552 -1.790
C2 -3.002 -0.420 -0.427
C3 -1.314 -0.251 -2.157
C4 -2.033 -0.095 0.486
C5 -0.662 0.109 0.074
C6 -0.302 0.004 -1.318
C7 -2.142 0.121 1.960
C8 0.115 0.520 1.119
C9 -0.780 0.590 2.359
C10 1.113 0.045 -1.880
N1 5.786 -0.391 -0.001
N2 3.649 -0.288 0.675
N3 4.732 -0.246 0.467
F1 -0.828 1.888 2.621
F2 -0.344 -0.008 3.462
H1 -3.454 -0.948 -2.366
H2 -4.085 -0.664 -0.493
H3 -1.010 -0.240 -3.214
H4 -2.908 1.034 2.149
H5 -2.454 -0.782 2.491
H6 1.164 0.825 1.310
H7 1.277 0.410 -2.901
H8 1.787 0.629 -1.237
H9 1.580 -0.961 -1.706
H10 6.707 -0.331 0.319

***

Calculated ΔE to the lowest compared entry with this formula, charge and spin in order - 0.0, 48.2, 106.4, 4.0 kcal/mol
Calculated M in order - 377.697, 144.106, 114.152, 210.207 g/mol